No. 1
This record from the OMol25 dataset describes a structure of composition C37H73N13O13S at a distorted geometry. The level of theory is wB97M-V/def2-TZVPD.

```
! wB97M-V def2-TZVPD RIJCOSX def2/J DEFGRID3
* xyz 0 1
C 0.80769 8.15516 -2.76173
O 0.40317 7.62769 -4.00824
C 0.99378 6.37565 -4.33343
C 0.47968 5.24465 -3.47695
C -0.98766 4.90348 -3.78664
C -1.72836 4.36577 -2.57493
C -1.14493 3.04050 -2.05190
C -1.38642 2.82046 -0.53202
C -0.09796 2.57690 0.19319
C 0.20950 1.24461 0.58369
C 1.36704 0.90184 1.19505
N 1.60195 -0.49055 1.47178
C 2.19857 -1.19493 0.35529
C 1.82030 -2.64317 0.27510
O 2.91536 -0.65021 -0.43477
C 2.23690 -0.81252 2.69879
C 1.43795 -0.62727 3.93675
O 3.33952 -1.30986 2.73392
C 2.29709 1.93514 1.47906
N 3.49243 1.80827 2.05833
S 4.12945 3.26468 2.12807
N 2.97574 4.13692 1.43241
C 1.99904 3.28373 1.11152
C 0.77992 3.58367 0.45882
H 1.55425 7.53388 -2.27069
H -0.05819 8.25726 -2.10924
H 1.24163 9.14345 -2.90615
H 2.08108 6.47341 -4.24992
H 0.75882 6.21049 -5.38238
H 0.58498 5.47383 -2.41745
H 1.08870 4.36052 -3.66374
H -1.47758 5.83341 -4.07798
H -1.01791 4.22705 -4.63758
H -1.67745 5.11096 -1.78128
H -2.75863 4.16191 -2.85533
H -0.07544 3.03610 -2.23598
H -1.61551 2.24686 -2.62652
H -1.88600 3.69190 -0.12067
H -2.01204 1.94070 -0.43136
H -0.52422 0.47721 0.37799
H 1.92843 -2.99075 -0.74433
H 2.45489 -3.21989 0.94349
H 0.78857 -2.76687 0.58975
H 0.88846 -1.55968 4.10198
H 2.13835 -0.49805 4.75450
H 0.78179 0.23822 3.91019
H 0.55605 4.59655 0.15687
O -2.16928 -0.69224 0.77141
C -2.42688 -1.82247 1.15514
N -1.66469 -2.42692 2.09980
C -3.59788 -2.61106 0.62267
H -1.85185 -3.34859 2.44725
H -0.88598 -1.91024 2.47813
H -3.48606 -2.73165 -0.45286
H -4.51551 -2.05656 0.80999
H -3.67821 -3.59593 1.08094
O -3.68536 3.72243 -5.13754
C -3.92399 4.21912 -6.23235
N -4.68962 5.31426 -6.36664
C -3.37191 3.62729 -7.51002
H -4.89908 5.73647 -7.25039
H -5.09073 5.73298 -5.54456
H -3.72168 2.60060 -7.60859
H -2.28481 3.62245 -7.45358
H -3.67744 4.18744 -8.39237
O 5.14369 -5.59631 3.29088
C 5.28378 -5.10218 2.17125
N 4.82526 -3.86346 1.90728
C 5.96963 -5.83504 1.05207
H 4.92164 -3.40320 1.02021
H 4.37917 -3.35697 2.65496
H 5.43581 -6.76102 0.85524
H 6.98445 -6.07847 1.35437
H 6.01140 -5.24930 0.13534
O -6.06120 -0.60950 -1.83877
C -5.27619 0.17150 -2.34561
N -5.66243 1.04936 -3.31111
C -3.82536 0.23426 -1.94039
H -5.03790 1.71478 -3.73108
H -6.62788 1.04054 -3.59134
H -3.36749 -0.73807 -2.10956
H -3.76011 0.46484 -0.87974
H -3.26828 0.98539 -2.50079
O 0.60287 -3.40075 5.03851
C 1.49694 -4.23696 5.11227
N 2.49842 -4.27014 4.20140
C 1.54268 -5.27353 6.20388
H 3.25128 -4.94172 4.21054
H 2.48630 -3.57116 3.47749
H 0.63170 -5.86686 6.16000
H 1.58806 -4.77986 7.16672
H 2.40305 -5.93495 6.10083
O -6.42304 7.36430 -6.53800
C -6.84621 8.49563 -6.37547
N -6.06848 9.58613 -6.58942
C -8.26029 8.75938 -5.92252
H -6.39856 10.52305 -6.45819
H -5.11905 9.44001 -6.88695
H -8.41448 8.27505 -4.96039
H -8.94597 8.32221 -6.64530
H -8.47765 9.82219 -5.82469
O 7.39626 -8.53277 0.90036
C 7.42569 -9.13600 1.95513
N 8.55978 -9.74182 2.40159
C 6.21311 -9.24760 2.84915
H 8.60528 -10.24020 3.26930
H 9.38291 -9.67989 1.82775
H 5.41358 -9.73529 2.29451
H 5.88776 -8.24355 3.12549
H 6.41121 -9.81779 3.75622
O -7.92688 3.89960 -4.76480
C -7.68828 2.71588 -4.89637
N -6.48630 2.26658 -5.34769
C -8.71110 1.64953 -4.56416
H -6.27993 1.29187 -5.46020
H -5.77796 2.94619 -5.58502
H -9.59465 1.80762 -5.17883
H -8.99395 1.74667 -3.51690
H -8.33976 0.63961 -4.74026
O 8.55426 -2.87492 1.88450
C 9.01072 -3.33468 2.91284
N 8.27514 -4.13637 3.72679
C 10.42763 -3.05426 3.36158
H 8.62956 -4.53164 4.57601
H 7.32676 -4.33555 3.45539
H 10.55087 -1.97974 3.48075
H 11.11404 -3.40206 2.59216
H 10.67458 -3.54416 4.30294
O 0.36020 -4.99379 9.00444
C -0.76552 -5.25843 9.37729
N -1.38579 -6.41302 9.01160
C -1.56027 -4.33265 10.26720
H -2.31385 -6.64933 9.30559
H -0.88269 -7.05170 8.42063
H -1.67079 -3.37467 9.76317
H -1.00994 -4.18019 11.19338
H -2.54912 -4.72331 10.50405
*
```

---

No. 2
This record from the OMol25 dataset describes a cluster of 8 separate species, C37H74BN2O25 in total at a distorted geometry. The level of theory is wB97M-V/def2-TZVPD.

```
! wB97M-V def2-TZVPD RIJCOSX def2/J DEFGRID3
* xyz 1 1
C 1.08461 -2.53621 2.92670
C 1.47634 -1.47947 1.69267
C 2.08876 -0.11616 2.41824
C 2.55704 1.03056 1.30850
N 1.40390 1.75650 0.65490
C -0.08457 1.78229 0.91806
N -0.80008 2.68824 -0.06451
C -2.25034 3.08474 -0.22327
C -3.10919 2.62646 1.13536
C -4.61202 3.29120 0.93703
O -4.46012 4.75939 1.19844
C -5.81637 5.18635 1.59914
C 0.11494 3.34578 -1.07286
B -0.15677 4.36878 -2.33042
O -1.37601 5.23957 -2.48162
O 0.81384 4.47341 -3.47750
C 1.55450 2.70406 -0.51274
C 3.01724 3.10704 -1.21019
C 3.42552 4.56565 -0.50043
C 4.49982 4.32870 0.72296
C 5.74265 5.37799 0.51319
O 5.71035 6.35974 1.62160
C 7.15505 6.73178 1.78467
H 2.01662 -2.48940 3.66268
H 0.90264 -3.63163 2.54209
H 0.15726 -2.09476 3.53237
H 2.26301 -2.03010 1.02428
H 0.49613 -1.28246 1.08477
H 2.98139 -0.47950 3.09110
H 1.22465 0.28860 3.11623
H 3.12795 0.41651 0.45868
H 3.38889 1.76509 1.74854
H -0.61882 1.19583 1.77928
H -2.36283 4.25454 -0.27530
H -2.66433 2.55152 -1.19786
H -3.10085 1.45532 1.13907
H -2.53043 3.07901 2.05199
H -5.33174 2.76602 1.71570
H -4.98058 3.16526 -0.17842
H -6.01196 4.70656 2.67157
H -5.91645 6.35656 1.68914
H -6.55630 4.74511 0.77316
H -1.97609 4.78668 -3.16159
H 0.81883 3.61027 -3.98789
H 3.81681 2.27048 -0.98690
H 2.88251 3.30917 -2.36618
H 3.78778 5.31244 -1.32599
H 2.43768 4.99778 0.00893
H 4.04180 4.54279 1.79131
H 4.89899 3.21369 0.76478
H 6.74613 4.75128 0.52752
H 5.69456 6.00459 -0.48496
H 7.67861 5.92617 2.47360
H 7.28256 7.77545 2.32248
H 7.72714 6.74830 0.76222
C -9.11600 8.25376 1.23008
O -9.36009 6.92330 1.68222
C -10.66267 6.65562 1.95247
O -11.59373 7.43767 1.84030
O -10.74994 5.36725 2.36903
C -12.07288 4.94296 2.69132
H -8.04327 8.35613 1.04454
H -9.64745 8.44644 0.29250
H -9.40376 8.98078 1.99623
H -12.72257 5.00329 1.81213
H -12.47892 5.53770 3.51594
H -12.02431 3.89870 3.01189
C 2.59526 -2.39057 -2.42463
O 3.51685 -2.84632 -1.43614
C 4.47829 -3.67819 -1.91050
O 4.60185 -4.04475 -3.06870
O 5.27839 -4.03152 -0.87318
C 6.34314 -4.91212 -1.22668
H 1.87185 -1.73314 -1.93462
H 3.11306 -1.81590 -3.19939
H 2.05210 -3.23343 -2.86387
H 7.01079 -4.43824 -1.95358
H 5.94978 -5.85585 -1.61810
H 6.91778 -5.12804 -0.32183
C -9.28297 4.97240 -0.66269
O -9.64117 4.93056 -2.04258
C -8.71529 5.46820 -2.87629
O -7.64920 5.96084 -2.54188
O -9.18090 5.36278 -4.14639
C -8.30384 5.89187 -5.13882
H -10.09451 4.51648 -0.08895
H -8.36908 4.39681 -0.48350
H -9.16262 6.00714 -0.32627
H -7.35076 5.35302 -5.13857
H -8.14429 6.96346 -4.98132
H -8.77620 5.75444 -6.11534
C -0.13196 -5.71289 -5.47047
O -1.36072 -6.01426 -4.81208
C -1.81889 -5.02451 -4.00470
O -1.27748 -3.94689 -3.81319
O -2.98367 -5.44131 -3.44737
C -3.58508 -4.49406 -2.56698
H 0.13996 -6.57289 -6.08862
H -0.24759 -4.84209 -6.12388
H 0.66676 -5.54742 -4.74038
H -3.83876 -3.57448 -3.10433
H -2.92433 -4.27980 -1.72076
H -4.50908 -4.93185 -2.17950
C 4.43582 -9.41192 3.15660
O 3.94974 -8.11620 3.50152
C 4.48307 -7.10644 2.76848
O 5.30979 -7.22597 1.87780
O 3.93733 -5.94080 3.19798
C 4.40924 -4.78351 2.51091
H 3.94255 -10.14145 3.80476
H 4.18940 -9.65263 2.11739
H 5.51558 -9.47659 3.32481
H 4.16176 -4.83919 1.44584
H 5.48804 -4.66315 2.65327
H 3.90682 -3.91002 2.93538
C -1.06096 -11.30001 0.20307
O -0.88838 -10.79708 1.52649
C -0.32013 -9.56626 1.58632
O 0.03572 -8.89350 0.63143
O -0.21642 -9.21363 2.89244
C 0.36860 -7.93115 3.10944
H -1.52285 -12.28853 0.27481
H -1.72712 -10.64978 -0.37317
H -0.09377 -11.40753 -0.29826
H -0.24041 -7.14621 2.64936
H 1.39302 -7.90396 2.72422
H 0.40187 -7.75284 4.18772
C 6.23235 -0.93847 -0.83513
O 7.07811 0.18718 -0.60761
C 8.38068 -0.12736 -0.39372
O 8.85430 -1.25282 -0.38340
O 9.06499 1.02703 -0.19334
C 10.45957 0.84861 0.04623
H 5.21511 -0.57018 -0.99400
H 6.54584 -1.48174 -1.73245
H 6.22673 -1.59974 0.03725
H 10.94208 0.37674 -0.81588
H 10.62297 0.25869 0.95390
H 10.90643 1.83576 0.19263
*
```

---

No. 3
This record from the OMol25 dataset describes a cluster of 8 separate species, C37H77Cl2I2N2O7 in total at a distorted geometry. The level of theory is wB97M-V/def2-TZVPD.

```
! wB97M-V def2-TZVPD RIJCOSX def2/J DEFGRID3
* xyz 1 1
C -3.28574 -1.02459 -1.03215
C -2.24927 -1.59260 -1.66164
C -0.95529 -0.88699 -1.96189
C 0.15476 -1.15424 -0.97568
C 0.84753 -0.08219 -0.40794
C 0.52334 1.33904 -0.68580
Cl 1.39122 2.10584 -1.96033
C -0.38929 1.99334 0.02758
C -0.79290 3.42505 -0.12022
Cl -1.21848 1.09928 1.26932
C 1.89613 -0.35383 0.46750
N 2.19096 -1.60861 0.76301
C 3.34582 -1.81669 1.72783
I 3.71446 -3.92377 1.97505
C 3.07441 -1.09808 3.06412
C 2.68829 -1.94339 4.27501
N 1.58339 -2.65466 0.26239
C 0.60204 -2.45175 -0.59802
C -0.04443 -3.68210 -1.18298
I 1.53856 -5.11570 -1.59176
C -1.05843 -4.24589 -0.17027
C -2.26364 -4.98381 -0.77392
H -3.83148 -1.60265 -0.29322
H -3.65171 -0.02125 -1.22165
H -2.34849 -2.62190 -1.98716
H -1.15727 0.18193 -1.90401
H -0.57430 -1.05922 -2.97541
H -1.51952 3.64224 0.65740
H 0.04334 4.09012 0.08451
H -1.26003 3.65102 -1.07477
H 2.45987 0.45206 0.90940
H 4.23675 -1.46274 1.22314
H 2.32931 -0.30883 2.96401
H 4.00965 -0.60138 3.32315
H 1.85257 -2.61534 4.09567
H 2.35898 -1.24692 5.04698
H 3.54087 -2.45510 4.70607
H -0.46606 -3.46043 -2.15413
H -0.50507 -4.88195 0.51820
H -1.45389 -3.42136 0.42557
H -2.50938 -5.89295 -0.23205
H -2.15360 -5.22960 -1.82756
H -3.13443 -4.33652 -0.68187
C -0.19830 8.07963 -0.22182
C -1.60953 7.69437 0.19006
C -2.23975 8.77014 1.05848
O -1.59233 6.44992 0.89755
H 0.43565 8.20087 0.66229
H 0.25023 7.30171 -0.83817
H -0.19284 9.01630 -0.78214
H -2.22046 7.53424 -0.69964
H -1.66327 8.90561 1.97651
H -3.24969 8.48312 1.35383
H -2.28958 9.72537 0.53343
H -1.06096 6.57734 1.69313
C 3.22296 5.70763 -3.89697
C 2.81693 6.55027 -2.69803
C 4.01266 6.87403 -1.81644
O 1.82109 5.86378 -1.93576
H 3.64752 4.75412 -3.56741
H 2.35456 5.48073 -4.51631
H 3.96340 6.22108 -4.51090
H 2.35416 7.47610 -3.04113
H 4.46024 5.95500 -1.42648
H 3.70422 7.47427 -0.95995
H 4.77611 7.42248 -2.36896
H 2.20691 5.04058 -1.62044
C -1.76506 8.87659 5.88673
C -1.87095 7.44328 5.39136
C -1.34010 6.46054 6.42313
O -1.15080 7.29835 4.16370
H -0.72065 9.14060 6.07499
H -2.14475 9.56970 5.13566
H -2.32908 9.01940 6.80884
H -2.91126 7.20976 5.16391
H -0.28322 6.65395 6.62730
H -1.41795 5.43770 6.05259
H -1.89207 6.53421 7.36056
H -0.22511 7.50016 4.33882
C -4.60107 -5.88328 -4.52147
C -3.98447 -4.55689 -4.93308
C -3.78459 -4.48338 -6.43788
O -2.72757 -4.37888 -4.26620
H -3.95005 -6.71627 -4.79660
H -4.73404 -5.92487 -3.43879
H -5.57164 -6.03222 -4.99658
H -4.62387 -3.73481 -4.60798
H -3.10804 -5.27434 -6.77240
H -3.33522 -3.53028 -6.71957
H -4.73126 -4.59168 -6.96757
H -2.14902 -5.09750 -4.54557
C 3.50578 1.12543 8.67994
C 3.49191 -0.34862 8.30653
C 4.05334 -1.20931 9.42687
O 4.24551 -0.55586 7.10749
H 4.52908 1.46389 8.86269
H 3.10424 1.73079 7.86634
H 2.91488 1.31242 9.57701
H 2.47032 -0.65997 8.08286
H 5.09286 -0.93986 9.63161
H 4.04080 -2.26210 9.14385
H 3.47803 -1.08894 10.34522
H 5.15370 -0.28731 7.28270
C -5.74006 -10.18643 -3.86648
C -4.96867 -9.92792 -5.15140
C -4.62466 -11.22702 -5.86254
O -3.77368 -9.19741 -4.86359
H -5.13975 -10.78222 -3.17339
H -5.97607 -9.24623 -3.36638
H -6.67094 -10.71930 -4.06315
H -5.56142 -9.29462 -5.81282
H -3.99144 -11.85380 -5.22869
H -4.06902 -11.02586 -6.77864
H -5.52350 -11.78964 -6.11689
H -3.23061 -9.73788 -4.28015
C 4.60675 -0.40201 -2.70643
C 4.34138 -1.80310 -3.23728
C 2.86821 -2.00063 -3.55371
O 4.76703 -2.77714 -2.28474
H 4.04776 -0.23416 -1.77721
H 5.66454 -0.27370 -2.47671
H 4.31201 0.36108 -3.42808
H 4.93686 -1.97330 -4.13397
H 2.26822 -1.87692 -2.64542
H 2.68895 -3.00946 -3.92368
H 2.51830 -1.28691 -4.30204
H 4.25173 -2.65742 -1.47982
*
```

---

In Ha, the HOMO-LUMO gap values for the records above are, in order, 0.3065, 0.2953, 0.2760.